Formula: C16H31FeNP2S
Source: the OMol25 dataset
Level of theory: the ωB97M-V functional and the def2-TZVPD basis

Spin multiplicity = 5
<S²> = 6.0371
Kohn-Sham gap (alpha / beta) = 5.24 / 4.74 eV
DFT total energy = -3027.29174 a.u.
HOMO (alpha / beta) = -5.51 / -5.32 eV

```
52
Properties=species:S:1:pos:R:3:lowdin_spin:R:1
P 5.3013 0.8522 -0.7676 0.00
P 5.5844 -2.6874 0.7625 0.00
C 6.6258 -0.1048 0.1016 0.00
C 6.6829 -1.6247 -0.2250 0.00
H 6.4662 0.0419 1.1825 0.00
H 7.5893 0.3652 -0.1647 0.00
H 6.4833 -1.8305 -1.2827 0.00
H 7.7038 -1.9957 -0.0611 0.00
C 6.0938 -2.8796 2.5139 0.00
H 5.2138 -3.1479 3.1198 0.00
H 6.5358 -1.9550 2.9052 0.00
H 6.8258 -3.6972 2.6037 0.00
C 5.4691 -4.4224 0.2204 0.00
H 6.2101 -5.0696 0.6986 0.00
H 5.5686 -4.5215 -0.8619 0.00
H 4.4848 -4.8294 0.4835 0.00
C 5.4198 2.6107 -0.3015 0.00
H 4.5323 3.1701 -0.6547 0.01
H 6.3190 3.0892 -0.7351 0.00
H 5.4659 2.7200 0.7975 0.00
C 5.5474 0.5619 -2.5538 0.00
H 5.6259 -0.5202 -2.7488 0.00
H 6.4712 1.0470 -2.9053 0.00
H 4.6889 0.9643 -3.1163 0.00
Fe 1.5865 2.2459 -0.8827 3.59
C 1.2224 -2.3862 1.3195 0.00
C 1.9217 -1.6706 2.2380 0.00
C 3.1938 -0.8408 2.1384 0.00
C 3.2263 0.3096 1.1309 0.00
C 3.7611 -0.0190 -0.3153 0.01
C 3.6807 -1.3515 -0.9533 0.05
C 3.1721 -2.5482 -0.2796 0.01
C 1.6283 -2.6406 -0.1266 0.00
C 0.7987 3.0734 -2.5155 0.06
H 0.3188 -2.9547 1.6257 0.00
H 1.7015 -1.8802 3.2960 0.00
H 4.1444 -1.4206 1.9758 0.00
H 3.3780 -0.4023 3.1346 0.00
H 2.2117 0.7390 1.0625 0.00
H 3.8103 1.1612 1.5497 0.00
H 3.0931 0.6860 -0.9685 0.00
H 3.2472 -1.2063 -1.9538 0.01
H 3.5550 -2.6303 0.7573 0.00
H 3.4662 -3.4390 -0.8697 0.00
H 1.1966 -1.9366 -0.8554 0.00
H 1.3281 -3.6749 -0.4143 0.00
H 0.3672 2.1990 -3.0413 0.01
H 1.4178 3.5654 -3.2861 0.02
H -0.0142 3.7799 -2.2581 0.01
S -1.6255 -0.6666 0.5469 0.08
C -0.5764 0.3677 -0.0037 0.06
N 0.2394 1.1631 -0.4289 0.05
```

Formula: C6H12O
Source: the OMol25 dataset
Level of theory: the ωB97M-V functional and the def2-TZVPD basis

Spin multiplicity = 1
SMILES string = CC(C)CCC=O
Kohn-Sham gap = 10.46 eV
DFT total energy = -310.99108 a.u.
HOMO = -9.66 eV

```
19
Properties=species:S:1:pos:R:3:nbo_charge:R:1
C -2.6986 0.6411 -0.0179 -0.60
C -1.2726 0.5887 0.5258 -0.21
C -0.9813 0.1780 1.9730 -0.61
C -0.4556 -0.3326 -0.3802 -0.38
C 1.0284 -0.1201 0.0242 -0.52
C 2.2057 -0.7308 -0.7220 0.42
O 2.7951 -0.2810 -1.7619 -0.54
H -3.2605 -0.2769 -0.0671 0.21
H -3.2331 1.2846 0.7494 0.21
H -2.7143 1.0556 -1.0553 0.22
H -0.9115 1.6245 0.2923 0.19
H -1.5055 0.9262 2.6037 0.21
H 0.0425 0.1903 2.0884 0.21
H -1.4672 -0.8330 2.1979 0.21
H -0.7188 -1.3590 -0.1303 0.20
H -0.5401 -0.1454 -1.4768 0.22
H 1.1972 -0.6787 0.9339 0.22
H 1.1699 0.9365 0.0218 0.23
H 2.6251 -1.8227 -0.4807 0.12
```

Formula: C7H17N5
Source: the OMol25 dataset
Level of theory: the ωB97M-V functional and the def2-TZVPD basis

Spin multiplicity = 1
SMILES string = CC(C)/C(N)=C(N)\[NH+]=C/NC=[NH2+]
Kohn-Sham gap = 7.25 eV
Charge = +2
DFT total energy = -550.02883 a.u.
HOMO = -15.25 eV

```
29
Properties=species:S:1:pos:R:3:nbo_charge:R:1
C -3.4104 0.4262 -0.5215 -0.63
C -2.0609 0.5224 0.1381 -0.26
C -2.2007 0.0832 1.6672 -0.57
C -1.0372 -0.3714 -0.4770 0.36
N -1.4719 -1.5666 -0.8541 -0.71
C 0.3234 0.0791 -0.6361 0.09
N 1.3135 -0.9584 -0.9331 -0.79
N 0.6860 1.3798 -0.6725 -0.43
C 1.9232 1.6579 -0.5497 0.24
N 2.8612 0.8899 0.0705 -0.56
C 2.8118 -0.3056 0.6953 0.39
N 3.8425 -1.0125 0.9376 -0.68
H -4.0050 1.2392 -0.2821 0.26
H -3.9779 -0.3569 -0.1918 0.22
H -3.2669 0.6318 -1.6899 0.23
H -1.6083 1.5942 0.0962 0.20
H -1.2694 0.0023 2.1055 0.21
H -2.6852 -0.8853 1.5348 0.20
H -2.9238 0.5568 2.2620 0.26
H -2.4059 -1.8938 -0.6744 0.44
H -0.9218 -2.2717 -1.3478 0.41
H 0.8196 -1.8770 -0.8976 0.42
H 1.9881 -0.7807 -1.6278 0.41
H 0.1093 2.2169 -0.8672 0.48
H 2.2469 2.6738 -0.6946 0.25
H 3.6848 1.4216 -0.1231 0.45
H 1.9293 -0.6284 1.1826 0.25
H 4.7850 -0.6715 0.7660 0.43
H 3.9209 -1.7953 1.5845 0.46
```

Formula: C51H84O27
Source: the OMol25 dataset
Level of theory: the ωB97M-V functional and the def2-TZVPD basis

Spin multiplicity = 1
Kohn-Sham gap = 9.11 eV
DFT total energy = -4025.21030 a.u.
HOMO = -9.34 eV

```
162
Properties=species:S:1:pos:R:3:lowdin_charge:R:1
C 7.7681 17.2789 14.3004 -0.19
O 7.7343 16.6004 13.1073 -0.11
H 7.1189 16.8841 15.0819 0.07
H 8.7370 17.4056 14.7835 0.07
H 7.3698 18.2740 14.1022 0.08
H 8.1027 15.7252 13.2488 0.01
C 9.0650 13.8693 15.0605 -0.13
O 8.7083 14.1059 13.7179 -0.12
H 9.5899 12.9285 15.2266 0.09
H 9.6761 14.6973 15.4198 0.05
H 8.1791 13.7578 15.6857 0.09
H 8.4090 13.2866 13.3169 0.10
C 11.2510 9.3570 15.1323 -0.12
O 12.1884 8.2263 15.2194 -0.14
H 10.5865 9.4293 15.9933 0.08
H 11.8524 10.2632 15.0601 0.05
H 10.5911 9.2964 14.2669 0.07
H 11.7865 7.5655 15.7882 0.07
O 17.4356 16.2810 15.0468 0.11
C 17.3999 15.2830 14.3239 -0.40
O 16.8074 14.1596 14.8142 0.02
C 16.8484 13.0766 13.9106 -0.16
C 17.1894 13.7344 12.5999 -0.17
C 17.9778 14.9594 12.9732 -0.05
H 15.8961 12.5599 13.7917 0.11
H 17.6361 12.3596 14.1423 0.13
H 16.3340 13.9095 11.9475 0.09
H 17.7959 13.0427 12.0154 0.12
H 17.7654 15.8058 12.3202 0.12
H 19.0474 14.7867 13.0924 0.14
O 14.3228 18.3688 11.7673 0.09
C 14.6607 17.6155 10.8689 -0.46
O 15.7102 16.7646 10.9427 0.03
C 15.8355 15.9926 9.7659 -0.17
C 14.5450 16.1797 9.0695 -0.15
C 14.0104 17.5095 9.5550 -0.05
H 15.9771 14.9511 10.0546 0.11
H 16.6680 16.3373 9.1526 0.14
H 13.9012 15.3388 9.3272 0.11
H 14.7435 16.0733 8.0030 0.13
H 12.9357 17.6036 9.7102 0.11
H 14.4283 18.3479 8.9977 0.15
O 13.7251 12.1946 19.4263 0.11
C 14.3335 11.5875 18.5757 -0.45
O 15.3206 10.6803 18.7700 0.07
C 15.6842 10.1597 17.5016 -0.17
C 14.5429 10.4393 16.6068 -0.17
C 14.0748 11.7807 17.0965 -0.08
H 15.8836 9.0885 17.5336 0.13
H 16.5892 10.6012 17.0841 0.13
H 13.7079 9.7490 16.7265 0.11
H 14.7256 10.4504 15.5323 0.12
H 13.0093 11.9575 16.9494 0.13
H 14.6500 12.6619 16.8124 0.11
O 12.6338 18.7944 16.6581 0.06
C 11.9754 19.8230 16.3536 -0.41
O 10.7552 19.9285 16.8855 0.03
C 10.0192 20.9733 16.3016 -0.16
C 11.0883 21.8811 15.7358 -0.12
C 12.2739 20.9371 15.4539 -0.06
H 9.4640 21.5272 17.0586 0.13
H 9.3223 20.5791 15.5619 0.12
H 11.2282 22.6966 16.4454 0.12
H 10.7156 22.3007 14.8013 0.12
H 13.2079 21.4510 15.6811 0.12
H 12.3471 20.7318 14.3859 0.13
O 8.6814 20.6888 12.6417 0.07
C 9.4460 19.9049 12.0586 -0.48
O 10.4238 19.2417 12.6628 0.05
C 10.9582 18.2740 11.7653 -0.16
C 10.4500 18.6630 10.4248 -0.18
C 9.2318 19.4113 10.6930 -0.10
H 10.6567 17.2580 12.0201 0.13
H 12.0348 18.4400 11.8019 0.10
H 10.2813 17.7333 9.8814 0.10
H 11.0998 19.3152 9.8413 0.13
H 8.3245 18.8131 10.7769 0.14
H 8.9121 20.1539 9.9619 0.14
O 6.3492 16.0669 20.2672 0.10
C 7.3054 16.5816 19.7204 -0.44
O 8.3479 17.1247 20.4558 0.02
C 9.3932 17.6001 19.5901 -0.16
C 8.7251 17.7426 18.2718 -0.15
C 7.4991 16.7914 18.2376 -0.06
H 10.2031 16.8709 19.6070 0.09
H 9.8403 18.5305 19.9401 0.13
H 9.4079 17.4979 17.4582 0.10
H 8.4487 18.7867 18.1251 0.11
H 7.6562 15.7807 17.8608 0.11
H 6.5777 17.1498 17.7788 0.12
O 15.6401 20.2022 17.9392 0.11
C 15.7382 20.2662 16.7285 -0.46
O 15.7028 21.4343 16.0846 0.03
C 15.6350 21.2908 14.7167 -0.19
C 15.2842 19.8268 14.5115 -0.16
C 15.8367 19.1035 15.7189 -0.07
H 16.6265 21.5232 14.3281 0.13
H 14.8103 21.8427 14.2657 0.12
H 15.7926 19.5553 13.5864 0.11
H 14.2378 19.5970 14.3103 0.09
H 16.8925 18.8328 15.7035 0.12
H 15.2025 18.2947 16.0818 0.09
O 9.7610 14.0824 18.2684 0.08
C 10.6112 14.1967 19.1548 -0.38
O 10.3377 13.7142 20.4306 0.02
C 11.4141 13.9866 21.3221 -0.16
C 12.1727 15.1041 20.6733 -0.16
C 11.9595 14.9097 19.2050 -0.10
H 11.8436 12.9941 21.4584 0.13
H 11.1674 14.3955 22.3020 0.13
H 13.2406 15.1550 20.8855 0.12
H 11.7552 16.0421 21.0391 0.11
H 12.6917 14.1796 18.8603 0.09
H 12.0839 15.7950 18.5814 0.12
O 11.3132 15.0068 10.2527 0.05
C 10.2837 14.5446 9.7052 -0.42
O 10.3675 13.4491 8.9204 0.03
C 9.0833 12.9951 8.5214 -0.15
C 8.0348 13.8846 9.2277 -0.12
C 8.8678 15.0674 9.8118 -0.05
H 9.0408 11.9602 8.8610 0.12
H 9.0092 12.9801 7.4340 0.13
H 7.3947 13.3309 9.9145 0.11
H 7.2325 14.2022 8.5617 0.11
H 8.6766 15.2565 10.8681 0.11
H 8.7724 15.9745 9.2152 0.13
O 15.4501 12.0922 8.3415 0.08
C 14.9534 11.7726 9.4186 -0.47
O 14.3056 12.6584 10.1616 0.02
C 13.7163 12.0623 11.3120 -0.16
C 13.7813 10.5853 11.0250 -0.15
C 14.9012 10.3533 10.0171 -0.05
H 12.6548 12.2947 11.3967 0.12
H 14.2296 12.4509 12.1915 0.09
H 12.8181 10.2891 10.6094 0.12
H 13.9066 10.0333 11.9565 0.12
H 14.7212 9.6001 9.2501 0.12
H 15.8796 10.0851 10.4159 0.12
O 18.5013 15.2478 18.2400 0.06
C 17.2975 15.4825 17.9749 -0.45
O 16.4003 14.5303 17.7264 0.04
C 15.1219 15.0981 17.4333 -0.16
C 15.2126 16.3918 18.1655 -0.16
C 16.6540 16.8426 18.1222 -0.05
H 14.3054 14.4415 17.7339 0.09
H 14.9487 15.2455 16.3673 0.11
H 14.8338 16.2921 19.1827 0.12
H 14.5046 17.0914 17.7213 0.10
H 16.9349 17.3464 19.0470 0.14
H 16.7927 17.4957 17.2606 0.08
O 12.8578 12.8369 14.1703 0.09
C 12.8260 14.0180 14.3857 -0.50
O 12.3229 14.4438 15.5504 0.02
C 12.0098 15.8902 15.4609 -0.09
C 12.8999 16.3377 14.2856 -0.13
C 13.0714 15.1246 13.4262 -0.06
H 12.3329 16.5559 16.2612 0.09
H 10.9330 16.0380 15.3787 0.10
H 13.8987 16.5967 14.6369 0.11
H 12.4638 17.1955 13.7737 0.10
H 14.0809 15.0192 13.0287 0.13
H 12.3247 15.0322 12.6375 0.12
```

Formula: C5H6N2O2P
Source: the OMol25 dataset
Level of theory: the ωB97M-V functional and the def2-TZVPD basis

Spin multiplicity = 1
SMILES string = N[P@@](=O)([O-])c1ccccn1
Kohn-Sham gap = 8.13 eV
Charge = -1
DFT total energy = -795.60587 a.u.
HOMO = -4.46 eV

```
16
Properties=species:S:1:pos:R:3:nbo_charge:R:1
N -1.4426 -2.1930 1.5306 -1.21
P -0.9573 -2.0137 -0.0933 2.26
O 0.0720 -3.0202 -0.4448 -1.17
O -2.1114 -1.7443 -0.9882 -1.17
C 0.0754 -0.0638 0.0983 -0.03
C 0.6585 0.2266 -1.1287 -0.28
C 1.2062 1.4762 -1.3364 -0.19
C 1.1508 2.3910 -0.2914 -0.30
C 0.5623 1.9915 0.8955 0.02
N 0.0238 0.7956 1.0967 -0.46
H -2.4319 -2.0332 1.6300 0.38
H -1.1521 -3.0941 1.8772 0.38
H 0.6470 -0.5393 -1.8910 0.23
H 1.6528 1.7503 -2.2874 0.19
H 1.5464 3.3939 -0.4048 0.20
H 0.5001 2.6765 1.7376 0.17
```

Formula: C21H40P2V
Source: the OMol25 dataset
Level of theory: the ωB97M-V functional and the def2-TZVPD basis

Spin multiplicity = 4
<S²> = 3.7802
Kohn-Sham gap (alpha / beta) = 6.07 / 7.32 eV
DFT total energy = -2450.62093 a.u.
HOMO (alpha / beta) = -5.48 / -6.89 eV

```
64
Properties=species:S:1:pos:R:3:lowdin_spin:R:1
P -1.7785 2.6108 -1.3184 0.00
P -1.0584 0.2179 -3.4541 0.01
C -2.0770 2.8441 -3.1532 0.00
C -2.2796 1.5295 -3.9154 0.00
H -1.2061 3.3971 -3.5373 0.00
H -2.9609 3.4917 -3.2513 0.00
H -3.2796 1.1116 -3.7201 0.00
H -2.1859 1.6926 -5.0005 0.00
C 0.4501 0.7941 -4.3170 0.00
H 1.2381 0.0399 -4.1760 0.00
H 0.7957 1.7466 -3.8874 0.00
H 0.2481 0.9191 -5.3890 0.00
C -1.6391 -1.1911 -4.4426 0.00
H -1.5299 -1.0037 -5.5181 0.00
H -2.6944 -1.3928 -4.2127 0.00
H -1.0500 -2.0764 -4.1680 0.00
C -1.7302 4.3800 -0.8505 0.00
H -1.5569 4.4603 0.2274 0.00
H -2.6766 4.8703 -1.1086 0.00
H -0.9064 4.8725 -1.3813 0.00
C -3.5138 2.2251 -0.8312 0.00
H -3.8376 1.2603 -1.2433 0.00
H -4.1762 3.0191 -1.1953 0.00
H -3.5647 2.1795 0.2642 0.00
V 0.7118 -0.4320 1.4598 2.06
C 0.4202 -2.0647 0.0490 0.11
C 1.5282 -1.3233 -0.4198 0.16
C 1.5086 -0.0240 -1.1500 0.04
C 1.4652 1.2979 -0.3271 0.08
C 0.2954 1.5630 0.5653 0.16
C -0.9208 0.8252 0.6912 0.17
C -1.3787 -0.2136 -0.2792 0.05
C -1.0286 -1.7048 -0.0022 0.07
C -0.1254 0.0645 4.4585 0.00
H 0.6019 -3.1119 0.3135 0.00
H 2.4872 -1.8570 -0.4363 0.01
H 0.7295 -0.0328 -1.9300 0.00
H 2.4371 0.0389 -1.7429 0.00
H 2.4029 1.3605 0.2629 0.02
H 1.5414 2.1302 -1.0463 0.02
H 0.3469 2.5223 1.0969 0.01
H -1.6856 1.2200 1.3808 0.01
H -1.0231 0.0514 -1.3066 0.00
H -2.4795 -0.1734 -0.3716 0.01
H -1.5481 -2.0223 0.9253 0.01
H -1.5125 -2.2959 -0.8045 0.02
H -0.4794 -0.6651 5.2070 0.00
H -1.0217 0.5598 4.0565 0.00
H 0.4724 0.8455 4.9635 0.00
C 1.8064 -3.2417 4.5751 0.00
C 2.4991 -2.4309 3.4703 0.00
C 3.7464 -1.7436 4.0404 0.00
C 2.9136 -3.3675 2.3340 0.00
C 1.5531 -1.3888 2.9572 -0.01
C 0.6086 -0.5479 3.3602 -0.02
H 2.4938 -3.9731 5.0186 0.00
H 0.9423 -3.7810 4.1670 0.00
H 1.4413 -2.5755 5.3656 0.00
H 4.4368 -2.4751 4.4794 0.00
H 4.2771 -1.1906 3.2548 0.00
H 3.4611 -1.0248 4.8176 0.00
H 2.0326 -3.8558 1.8978 0.00
H 3.4125 -2.8129 1.5297 0.00
H 3.5995 -4.1471 2.6985 0.00
```

Repeat the second record exactly.
Formula: C6H12O
Source: the OMol25 dataset
Level of theory: the ωB97M-V functional and the def2-TZVPD basis

Spin multiplicity = 1
SMILES string = CC(C)CCC=O
Kohn-Sham gap = 10.46 eV
DFT total energy = -310.99108 a.u.
HOMO = -9.66 eV

```
19
Properties=species:S:1:pos:R:3:nbo_charge:R:1
C -2.6986 0.6411 -0.0179 -0.60
C -1.2726 0.5887 0.5258 -0.21
C -0.9813 0.1780 1.9730 -0.61
C -0.4556 -0.3326 -0.3802 -0.38
C 1.0284 -0.1201 0.0242 -0.52
C 2.2057 -0.7308 -0.7220 0.42
O 2.7951 -0.2810 -1.7619 -0.54
H -3.2605 -0.2769 -0.0671 0.21
H -3.2331 1.2846 0.7494 0.21
H -2.7143 1.0556 -1.0553 0.22
H -0.9115 1.6245 0.2923 0.19
H -1.5055 0.9262 2.6037 0.21
H 0.0425 0.1903 2.0884 0.21
H -1.4672 -0.8330 2.1979 0.21
H -0.7188 -1.3590 -0.1303 0.20
H -0.5401 -0.1454 -1.4768 0.22
H 1.1972 -0.6787 0.9339 0.22
H 1.1699 0.9365 0.0218 0.23
H 2.6251 -1.8227 -0.4807 0.12
```